A cluster of 2 separate species, C6H15N in total at a distorted geometry, computed with ωB97M-V/def2-TZVPD.

```
! RIJCOSX wB97M-V def2-TZVPD def2/J DEFGRID3
* xyz 0 1
H 2.1727 -2.3860 0.4178
H -2.0913 2.0680 -0.9530
N -0.6511 -0.3737 0.7355
H 2.6050 -0.3667 1.7958
H -2.9288 0.8745 0.0068
H -0.8544 1.5973 1.1407
H -1.0915 0.1956 -2.3682
H 0.4278 -1.5781 2.0364
C -1.9927 0.0776 -1.7535
C -0.8059 0.8550 0.3295
C 2.1439 -1.3995 -0.0516
H 3.0634 -1.1450 -0.5789
C 0.4659 -0.5520 1.6558
H 0.4128 0.1111 2.5332
H 1.3483 -1.4523 -0.8005
H -1.9091 -0.9332 -1.3522
C -2.0175 1.0441 -0.5732
H 0.2432 1.1451 -0.4159
H -2.8460 0.1896 -2.4149
C 1.8464 -0.3465 1.0127
H 0.5428 1.7109 -1.0022
H 1.9161 0.6640 0.5999
*
```

Summary:
Energy relative to the best compared isomer or geometry (same formula, charge and spin) = 91.02 kcal/mol
Maximum force = 6.6 eV/Å
HOMO-LUMO gap = 8.9 eV



A cluster of 2 separate species, C10H15N4S in total at a distorted geometry, computed with ωB97M-V/def2-TZVPD.

```
! RIJCOSX wB97M-V def2-TZVPD def2/J DEFGRID3
* xyz 1 1
H -1.9762 0.5795 -0.2355
C 0.3227 0.1449 -1.3108
N 1.3869 -0.5319 3.1074
H 0.4510 0.4676 -3.5146
C 0.6176 -1.5485 -3.0937
H 3.2422 0.0134 0.9254
H -1.5065 -0.4700 2.2876
N -1.2678 0.1955 1.5777
N 1.7934 0.5867 3.0425
C 0.8010 -2.0932 -0.6615
C 0.7498 -2.4378 -2.0065
C 3.1144 0.9828 0.6271
H 0.2276 1.2129 -1.0092
H 3.7392 1.6757 1.1691
C 0.5193 -0.1938 -2.6685
C -1.4580 1.6811 2.0206
H -2.1040 -1.1470 0.2239
C -2.2144 -0.1064 0.6045
N 0.8035 -1.1411 2.0800
H 0.7658 -3.5967 -2.3190
H -2.4388 1.7106 2.3024
H 0.7677 -1.8756 -4.1549
S 1.4172 1.2435 1.4375
H 2.8508 1.4344 -0.3074
C 0.5280 -0.7689 -0.2955
C 0.5779 -0.3634 1.1025
H -0.6717 2.0891 2.6726
H -1.4048 2.3220 1.1066
H -3.2569 0.0591 0.8792
H 1.0562 -2.8490 0.0871
*
```

Summary:
Energy relative to the best compared isomer or geometry (same formula, charge and spin) = 64.19 kcal/mol
Maximum force = 4.3 eV/Å
HOMO-LUMO gap = 8.9 eV



A structure of composition C23H22CdN9O2 at a distorted geometry, computed with ωB97M-V/def2-TZVPD.

```
! RIJCOSX wB97M-V def2-TZVPD def2/J DEFGRID3
* xyz -1 1
C 0.8780 -3.3418 -1.7497
H 0.7422 5.7175 -3.1717
C 0.2708 -2.4784 -2.8209
H -0.9867 -4.1287 -0.9090
O 3.4613 2.6734 -0.8932
H 1.7075 -2.8021 -1.3179
H -1.6248 4.6584 -3.3840
C -3.3997 0.6156 0.9437
N 0.0150 2.1737 -1.8396
N 2.0865 0.9451 -0.2350
Cd -0.1473 -0.1182 -0.4484
H 2.5865 4.2168 -2.2320
O -0.0782 0.1187 4.1592
C 2.6844 0.7727 0.9853
H 0.5714 -2.5094 1.0461
N -4.0785 -2.8280 -1.3671
C -0.7487 4.1140 -3.0143
H 0.3148 -0.4377 -3.3970
C -2.6901 0.3215 3.5739
C 1.2450 2.7099 -1.7545
C -0.3158 0.1655 2.9552
N -2.0976 0.4095 1.2481
C -3.2302 -1.8244 -1.4620
H -0.8267 -2.6087 -2.8843
H -2.3195 0.1916 4.5902
C 4.0625 1.0163 1.2294
H 5.5855 1.3958 2.6787
C -0.0030 -3.7445 -0.5709
C 1.9129 0.2435 2.1021
C -4.3765 0.7539 1.9054
N -0.1839 -2.5621 0.3374
N -2.4648 -0.9332 -1.5311
H -3.6394 0.5854 -0.1197
H -5.4045 1.1067 1.6563
C 2.3552 2.0887 -0.9305
C 1.5414 3.9352 -2.3130
H 1.6229 -0.8986 -2.7066
H 0.5069 -4.6099 -0.0763
C 3.8478 0.5585 3.5948
C -3.5406 -4.0332 -1.3263
H -1.0778 -2.6898 0.8574
H 1.3622 -4.2237 -2.2036
N -3.0704 -5.1227 -1.3800
H 4.3010 0.5335 4.5605
H -1.9169 2.2850 -2.7321
C 0.5146 4.6880 -2.9389
H 0.6354 -2.8195 -3.7763
H 4.6514 1.4687 0.3969
C -1.7287 0.3189 2.5387
N 0.5794 0.0306 1.9321
H 1.9034 -0.2537 4.2232
C -0.9515 2.8192 -2.5590
C -4.0436 0.5873 3.2512
C 4.5893 0.9826 2.5296
H -4.7718 0.7148 4.0327
C 2.5539 0.1082 3.3676
N 0.6282 -1.0564 -2.6509
*
```

Summary:
Energy relative to the best compared isomer or geometry (same formula, charge and spin) = 0.38 kcal/mol
Maximum force = 3.2 eV/Å
HOMO-LUMO gap = 6.5 eV



A structure of composition C32H26BrCl5F4O5PTi at a distorted geometry, computed with ωB97M-V/def2-TZVPD.

```
! RIJCOSX wB97M-V def2-TZVPD def2/J DEFGRID3
* xyz 1 3
F -1.4850 3.8341 4.9040
C 3.6124 -2.1153 -0.3280
C 2.9376 -0.2113 -3.0094
H -1.2017 -2.0279 -1.9215
H 2.5019 -3.4210 1.6016
Cl 1.4659 2.2493 -0.6111
C 0.5462 -2.9547 -2.7531
C 4.1454 -0.8563 -1.0011
H -4.6376 2.5968 -1.9301
C -3.8546 2.1800 -1.3097
O 0.0470 -2.4481 -0.4104
C 1.7838 -2.7401 1.1410
H 3.3414 -2.8676 -1.0686
H -1.3200 3.1481 0.7082
C -0.5903 -1.3043 3.5018
H 0.1843 -4.1464 0.7769
C -1.0585 1.2955 -3.4915
C -2.5119 -2.2933 4.5424
O 2.4562 -1.7066 0.4166
C -2.7194 0.2664 -0.4101
C -1.3938 -0.7725 2.4898
H -3.4088 -0.5914 1.7597
H -2.9501 -2.8677 5.3477
C 2.4062 -1.5811 -3.4436
C 1.7256 2.6655 3.7927
C -1.9942 2.4804 0.1846
C 0.1163 3.6357 -2.5451
H -2.5842 -0.8074 -0.3415
C -0.0016 1.5828 2.4606
C -3.3130 -1.7734 3.5388
C 0.3935 2.4122 -1.9630
C -0.1993 1.2088 -2.3779
H -3.0803 4.0899 -0.7226
H -0.5104 -2.4534 5.3064
Cl -1.7337 -0.1769 -4.0765
C -3.7190 0.8022 -1.2036
H 1.8686 -1.4717 -4.3898
C -2.9842 3.0157 -0.6278
H -1.0752 -3.7733 -1.5556
C -2.7627 -1.0137 2.5152
H 3.8906 0.0058 -3.4961
H 4.6060 -0.2085 -0.2537
Cl -2.4267 2.5674 -5.4230
H 0.0946 -2.7185 -3.7204
C -1.1440 -2.0584 4.5226
F -2.2341 2.0937 3.0307
H 3.2202 -2.3021 -3.5922
Ti 1.2183 -0.2589 -0.3852
C -1.3496 2.5105 -4.0923
F 3.0118 2.8225 4.0861
H 4.8929 -1.1164 -1.7513
Cl 0.8399 5.0598 -1.9196
C 0.8253 -3.4645 0.2125
C -0.5249 -2.8350 -1.6593
Br 2.7066 0.7781 1.9663
H 4.3587 -2.5290 0.3545
H -4.3816 -1.9455 3.5536
H 0.4751 -1.0927 3.5110
O 1.5474 -2.0175 -2.4145
H 2.2249 0.5652 -3.2809
H 1.3808 -4.0412 -0.5328
C -0.5680 3.1798 4.2144
C 0.7755 3.3846 4.4923
C -0.9352 2.2867 3.2274
Cl -1.1518 5.2027 -4.3392
C -1.8671 1.1016 0.3138
C 1.3363 1.7831 2.8012
H -4.3817 0.1446 -1.7507
C -0.7713 3.6931 -3.6157
O 0.0263 0.0963 -1.7481
O 3.0746 -0.1084 -1.5869
H 0.9766 -3.9614 -2.8129
P -0.5334 0.2877 1.2555
H 1.2072 -2.2389 1.9151
F 1.1369 4.2453 5.4210
*
```

Summary:
Energy relative to the best compared isomer or geometry (same formula, charge and spin) = 22.24 kcal/mol
⟨S²⟩ = 2.004
Maximum force = 3.0 eV/Å
HOMO-LUMO gap (alpha / beta) = 6.8 / 8.5 eV



A structure of composition C29H34N2O3PSSiV at a distorted geometry, computed with ωB97M-V/def2-TZVPD.

```
! RIJCOSX wB97M-V def2-TZVPD def2/J DEFGRID3
* xyz -1 2
H -4.9640 0.3333 1.6169
C 2.3565 3.4150 3.2863
C 0.0996 -1.5474 -2.3591
H 0.8419 4.5491 -4.6500
H -2.5010 -3.6466 -2.1887
C -4.3162 -3.6736 0.0875
H 3.7182 1.2743 3.1133
C 0.3628 3.9445 1.4855
H 4.4972 -2.8029 -1.2619
C -2.0899 -5.6839 0.4850
H -4.9462 -4.4578 0.5171
C -0.4656 3.3488 -3.4456
H -1.5651 2.1614 -2.0618
N 3.0228 0.3022 1.4528
C 1.6376 3.1727 -1.6605
O 3.0782 -2.0228 0.0298
H 3.9913 -1.2674 1.1946
C -2.4905 -3.3961 2.4507
H 3.1520 3.2121 3.9941
H -0.4324 4.1539 0.7758
H -4.7020 -2.7091 0.4252
C -0.3273 -2.0862 -0.1113
V 1.8937 -0.4331 -0.0141
H -1.1486 -2.4172 -3.8682
C 2.9692 1.3003 2.3322
H -4.0529 -0.3901 -0.5782
H -2.7262 -6.3114 1.1151
O 4.1538 -0.4619 1.7599
H -2.1930 -6.0167 -0.5508
C -3.4466 0.1957 0.1020
H 0.1303 5.8322 2.4568
C -3.9516 0.5929 1.3313
H 4.5974 -0.3200 -1.2007
H -1.2072 2.1660 2.5395
H -4.4278 -3.7124 -0.9975
Si -2.5450 -3.8830 0.6641
C 2.0868 2.4117 2.2982
C -3.1386 1.3043 2.2035
H -1.5324 -3.6242 2.9142
H -3.5109 1.5990 3.1770
S 0.2344 -1.7221 1.4896
C 1.6837 4.5979 3.3543
P 0.4442 1.5152 0.1862
H -3.2866 -3.9505 2.9617
C 0.7288 3.9848 -3.7322
C 1.0133 2.6935 1.4108
H 0.7435 -0.9712 -3.0159
C 4.0431 0.4516 -1.7464
H 1.9429 5.3157 4.1243
C -1.6819 -3.0185 -1.8477
H -1.0503 -5.8420 0.7809
C -1.8393 1.6292 1.8426
C -1.3295 1.2600 0.6010
H -2.6627 -2.3261 2.5760
C 1.7832 3.8966 -2.8297
C -0.6098 2.6198 -2.2660
C 3.4097 -2.7687 -1.0927
H 2.9691 -2.3642 -2.0173
C -0.9334 -2.3361 -2.8117
H 2.7261 4.3872 -3.0367
H -1.7561 0.1307 -1.1876
N 0.3896 -1.4412 -1.0624
C 0.4380 2.5240 -1.3605
H 3.0642 -3.8106 -1.0028
C 0.6650 4.8922 2.4237
H 2.4669 3.0990 -0.9681
H 4.2613 0.3470 -2.8169
C -2.1445 0.5182 -0.2543
O 2.6680 0.3447 -1.5224
H 4.4350 1.4272 -1.4149
H -1.2995 3.4171 -4.1334
C -1.4247 -2.9063 -0.4920
*
```

Summary:
⟨S²⟩ = 0.763
Maximum force = 1.9 eV/Å
HOMO-LUMO gap (alpha / beta) = 5.0 / 4.9 eV



A structure of composition C35H54BrN3OP2V at a distorted geometry, computed with ωB97M-V/def2-TZVPD.

```
! RIJCOSX wB97M-V def2-TZVPD def2/J DEFGRID3
* xyz 4 2
H 3.0081 -2.2764 -2.2581
C -0.2082 -1.2766 2.7359
H -0.2762 1.6832 -2.2972
H 4.4806 -1.0219 -0.6040
H 3.2493 1.5401 4.6513
H 1.4079 0.9233 -0.6261
H -3.5648 1.8683 0.3405
C -0.3643 3.1544 3.8132
H 2.9219 -2.6761 2.3483
C -1.7866 5.3963 5.7453
C -5.3039 0.5721 -0.0053
C -4.5038 -0.7331 -3.4955
H 0.1623 -4.1887 -1.9107
H -2.5342 4.7977 5.2123
C 2.5867 -0.9196 3.5608
H -4.6027 3.1996 -3.4319
H 0.4279 5.2890 2.3843
C 0.1034 2.6903 2.4740
H -0.7164 -2.3032 -3.3747
O -0.9502 2.3448 4.5393
H -0.7973 0.7597 -3.7102
H 0.8764 -2.1405 -4.1219
Br -3.6600 -2.5268 0.4449
P -2.8138 0.4422 -1.4424
H -0.0321 -0.6670 3.6261
C 0.0653 1.2422 -3.2414
C 2.2048 -1.9420 2.7303
C 1.2253 0.2881 -3.0435
H -4.2077 0.0138 -4.2442
C -3.4249 -0.9871 -2.4510
H -0.9885 5.9806 3.2082
P 0.8725 -1.1634 -1.9507
H 1.7599 -4.0176 -2.6656
C 3.5966 -0.5613 -1.0638
C -0.7087 -2.9423 0.4736
C 0.6846 -3.8643 -2.8156
N -0.0247 4.4199 4.2566
C 4.8073 -0.5966 2.4726
H -5.6941 0.3857 1.0071
H -0.3827 3.8361 6.2220
H -5.2981 1.6768 -2.8988
H -3.3809 0.2149 0.9056
C -3.1297 1.9079 -2.5209
H 0.3686 2.0749 -3.8868
H 5.0251 3.0312 3.7353
C 1.3793 3.0347 2.0114
C 4.9097 2.0105 3.3554
C 0.8495 -2.0153 2.1786
H -0.9592 -3.6603 -0.3074
H 1.2622 7.3428 3.1678
C 3.7950 -0.1502 3.3571
H 3.9566 0.0220 -1.9217
C 0.0356 5.5852 3.3639
C 3.9277 1.1628 3.8791
H 0.3476 5.4515 5.9992
C 2.5940 -1.6453 -1.4584
H 2.8091 2.7007 0.4229
H -2.3469 -0.8165 2.6304
H -2.0683 5.4274 6.8017
C -3.7950 0.8196 0.0784
H 1.9971 3.7430 2.5678
C 5.7288 0.3413 1.9955
H 6.4922 0.0429 1.2695
H 3.1935 0.1343 -0.3169
V -0.8975 -0.8280 -0.0243
H -5.8438 1.4447 -0.3982
H -2.7415 1.6772 -3.5233
C -0.4210 4.7625 5.6397
C 0.3631 -2.4205 -3.1888
H -4.7198 -1.6723 -4.0304
C -0.5856 1.6184 1.8930
H 2.4699 -2.2985 -0.5871
N -0.0692 0.9228 0.8382
H -4.8871 2.9457 -1.7093
H 1.8957 -0.5250 4.3102
H -5.4482 -0.4264 -3.0245
H 0.3750 -4.5320 -3.6299
H -2.5337 -1.4694 -2.8923
C 1.0923 1.3798 0.3140
H 4.8654 -1.6323 2.1417
H 2.0841 0.8209 -2.6201
H -3.8118 -1.7188 -1.7162
H -2.4792 2.6937 -2.1079
H -1.5341 1.2625 2.2993
H 1.5526 -0.1387 -4.0015
C -4.5620 2.4479 -2.6315
H 0.3812 7.2701 4.7096
C -1.5047 -1.3420 2.1740
H 1.4201 -3.3228 0.5584
H 1.8136 6.2428 4.4356
C 1.8541 2.4087 0.8704
H -1.7911 6.4173 5.3455
H -5.5424 -0.3044 -0.6213
C -1.7782 -2.2637 1.1311
N 5.7360 1.6162 2.3754
C 0.9208 6.6717 3.9639
C 0.5969 -2.7434 0.9812
*
```

Summary:
⟨S²⟩ = 1.160
Maximum force = 3.1 eV/Å
HOMO-LUMO gap (alpha / beta) = 3.4 / 3.9 eV